Molecular formula: C34H50N4O2PtSe
Method: DFT, ωB97M-V with the def2-TZVPD basis set

Summary:
HOMO energy (alpha / beta)	-5.01 / -4.99	eV
spin multiplicity	1
Kohn-Sham gap (alpha / beta)	3.14 / 3.11	eV

Each line ends with the Mulliken charge.
Positions of all 92 atoms, in Å:
Pt: -1.16039 -0.24201 1.38431  0.8219
C: -0.32511 -6.88621 -0.44871  -1.5711
C: -1.65797 -6.16394 -0.69225  1.8942
C: -2.77775 -6.99284 -0.05804  -2.2215
C: -1.92958 -6.07960 -2.19993  -1.5889
C: -1.56366 -4.75898 -0.13311  0.3200
C: -2.38729 -4.29696 0.92537  -0.5118
C: -2.25883 -3.00597 1.36156  -0.7442
N: -1.38504 -2.13361 0.85148  -0.1240
C: -0.52441 -2.55841 -0.15235  -0.4285
C: -0.65001 -3.87473 -0.64263  -0.3974
C: 0.42722 -1.60746 -0.58597  0.5261
C: 1.38162 -1.80868 -1.61377  -0.5024
C: 2.25244 -0.81730 -1.97952  0.6711
C: 2.17176 0.40972 -1.27043  -0.8077
C: 1.23234 0.56238 -0.28191  -0.8565
N: 0.38151 -0.39396 0.06704  -0.3779
C: 3.25733 -0.95343 -3.10615  2.0834
C: 3.24266 -2.34133 -3.75298  -2.1512
C: 2.91166 0.08575 -4.18331  -1.6234
C: 4.66794 -0.69638 -2.55716  -1.6761
H: -0.37522 -7.90115 -0.83572  0.4488
H: -0.10631 -6.93308 0.61535  0.3739
H: 0.49536 -6.37226 -0.94119  0.3329
H: -2.78348 -7.98539 -0.50447  0.4442
H: -3.75122 -6.54277 -0.23759  0.4397
H: -2.62896 -7.11234 1.01202  0.4273
H: -2.00878 -7.07991 -2.61750  0.4564
H: -1.13195 -5.55680 -2.71921  0.3303
H: -2.86230 -5.55279 -2.38942  0.3856
H: -3.11368 -4.93616 1.39385  0.5475
H: -2.87652 -2.62347 2.16563  0.5469
H: 0.00818 -4.17415 -1.44201  0.5431
H: 1.38689 -2.76411 -2.11020  0.5352
H: 2.82878 1.23267 -1.49417  0.5810
H: 1.14250 1.49528 0.26398  0.6677
H: 2.27967 -2.55608 -4.21020  0.4022
H: 3.47038 -3.11797 -3.02640  0.4301
H: 3.99823 -2.37880 -4.53517  0.4313
H: 1.89995 -0.07826 -4.55108  0.3761
H: 3.60076 0.00038 -5.02106  0.4527
H: 2.97127 1.09828 -3.79163  0.3581
H: 4.88447 -1.38686 -1.74475  0.3854
H: 4.77181 0.31674 -2.17946  0.3248
H: 5.40879 -0.84433 -3.33981  0.4726
N: 0.79183 -0.64094 3.22692  -0.4319
C: 0.76438 0.51272 4.12524  -0.7218
C: -0.66041 1.07414 4.22561  -0.6700
C: -0.93325 2.10035 3.11036  0.5312
O: -1.22044 3.24368 3.40725  -0.7583
O: -0.76896 1.71327 1.89704  -0.2879
H: 0.43888 -1.45738 3.71623  0.2190
H: 1.73432 -0.84537 2.91444  0.1933
H: 1.43293 1.28111 3.72615  0.3814
H: 1.12211 0.25022 5.13415  0.3797
H: -0.79992 1.59068 5.17513  0.4011
H: -1.37783 0.25091 4.14813  0.2607
C: -4.12372 -0.16808 0.12802  -1.5784
C: -4.04591 0.32920 1.59101  1.6320
C: -5.26302 -0.19037 2.38153  -1.8063
C: -4.08676 1.87696 1.58701  -1.4301
N: -2.86609 -0.11343 2.18527  -0.4425
H: -5.04706 0.17529 -0.33077  0.5032
H: -4.09318 -1.25523 0.09642  0.3009
H: -3.27356 0.22654 -0.43190  0.3009
H: -6.18157 0.15002 1.91452  0.4138
H: -5.22170 0.18813 3.39825  0.3983
H: -5.27035 -1.27633 2.41477  0.3690
H: -5.01246 2.22620 1.13557  0.5478
H: -3.23735 2.27035 1.02953  0.0443
H: -4.02280 2.24686 2.60601  0.3967
C: 4.12651 7.49785 -0.53518  -1.4855
C: 2.96368 6.57235 -0.35727  0.7792
C: 2.35743 5.94062 -1.43562  -1.0104
C: 1.26612 5.10605 -1.26775  0.7134
C: 0.62297 4.46023 -2.45303  -1.6365
C: 0.75146 4.89839 0.02332  0.2029
Se: -0.78681 3.80103 0.23243  -0.1546
C: 1.34863 5.52604 1.12325  1.0081
C: 0.85351 5.36592 2.52356  -1.5482
C: 2.44557 6.34401 0.90813  -0.8802
H: 4.47749 7.49524 -1.56254  0.3406
H: 4.94911 7.21700 0.11940  0.3472
H: 3.83497 8.51241 -0.26785  0.3173
H: 2.73630 6.10767 -2.43360  0.2547
H: 1.12292 4.75222 -3.37331  0.3899
H: -0.42448 4.74960 -2.52064  0.3303
H: 0.66014 3.37599 -2.35609  0.2602
H: 0.03174 4.66054 2.58968  0.0695
H: 0.50724 6.32530 2.90459  0.3855
H: 1.65955 5.02145 3.16952  0.3402
H: 2.90279 6.81790 1.76581  0.4028

Forces on atoms 1 to 6 (eV/Å):
Pt -1.61 1.57 -0.27
C -0.11 0.14 0.01
C -0.02 -0.36 -0.17
C 0.15 0.19 -0.04
C 0.01 0.05 0.13
C -1.15 -0.10 1.08

---

Molecular formula: H18O9
Method: DFT, ωB97M-V with the def2-TZVPD basis set

Summary:
energy above the lowest of the compared OMol25 structures with the same formula, charge and spin	210.8	kJ/mol
HOMO energy	-10.34	eV
spin multiplicity	1
Kohn-Sham gap	10.03	eV

Each line ends with the Mulliken charge.
Positions of all 27 atoms, in Å:
O: -3.54778 2.22789 0.35341  -0.6600
H: -3.16078 1.42889 -0.00959  0.3363
H: -2.78978 2.80489 0.48641  0.3413
O: 1.13022 0.80689 -2.73359  -0.6974
H: 0.43122 1.05689 -2.14059  0.3231
H: 1.55222 1.64989 -3.00659  0.3296
O: -0.08178 2.66089 0.12341  -0.6075
H: 0.80422 2.92489 0.26441  0.3196
H: -0.02678 1.72689 -0.00559  0.4302
O: -0.17178 -0.05211 -0.20959  -0.8839
H: 0.05322 -0.23511 0.70841  0.4686
H: -1.13078 -0.14211 -0.15059  0.4057
O: 3.22022 -0.15211 1.57041  -0.7141
H: 3.01822 -0.43111 0.67541  0.4475
H: 2.35022 -0.34211 1.89441  0.3744
O: -0.57978 -2.80711 -0.14959  -0.6288
H: -1.11878 -2.99811 -0.90359  0.2843
H: -0.40278 -1.88711 -0.12959  0.3552
O: 0.63722 -0.90711 2.30041  -0.7095
H: 0.63822 -0.76111 3.23141  0.2555
H: 0.98322 -1.80411 2.14541  0.3320
O: 2.54522 -0.64211 -0.94359  -0.7432
H: 1.86522 -0.15111 -1.46959  0.3990
H: 2.26922 -1.57411 -0.95559  0.3263
O: -2.75578 -0.41211 -0.23659  -0.7474
H: -2.91278 -1.16611 0.40041  0.3544
H: -2.81878 -0.82311 -1.10959  0.3087

Forces on atoms 1 to 6 (eV/Å):
O 0.02 0.28 0.06
H -0.11 -0.20 0.02
H 0.06 0.15 0.03
O 0.70 0.69 -0.79
H -0.67 0.34 0.45
H -0.36 -0.81 0.27

---

Molecular formula: C4H9NO3
Method: DFT, ωB97M-V with the def2-TZVPD basis set

Summary:
energy above the lowest of the compared OMol25 structures with the same formula, charge and spin	105.3	kJ/mol
HOMO energy	-10.18	eV
spin multiplicity	1
Kohn-Sham gap	10.81	eV

Each line ends with the Mulliken charge.
Positions of all 17 atoms, in Å:
O: 1.25349 -1.26402 1.64418  -0.5643
C: 0.37153 -0.87774 0.93507  0.4774
N: 0.78881 -0.15773 -0.23420  -0.0491
C: -0.00289 0.42944 -1.20023  -0.0198
O: 0.39154 1.10962 -2.11336  -0.5176
C: -1.09814 -1.10057 0.97343  -0.6024
C: -1.92439 0.07262 1.47974  -1.0246
H: 1.76372 -0.14874 -0.51941  0.2682
H: -1.07860 0.21610 -1.20981  0.2999
H: -1.29062 -1.99695 1.56226  0.3113
H: -1.40088 -1.53865 0.01770  0.4449
H: -2.57089 -0.04515 2.35347  0.3524
H: -1.39150 1.00124 1.66568  0.3442
H: -2.74419 0.16910 0.75549  0.2827
H: 3.37932 1.60768 -1.39963  0.3101
H: 2.44647 1.48938 -2.61812  0.3372
O: 3.10723 1.03439 -2.09225  -0.6506

Forces on atoms 1 to 6 (eV/Å):
O -0.35 -0.41 0.94
C 1.26 0.68 -2.24
N -0.63 0.28 -0.55
C -0.71 -0.36 -0.29
O 0.44 0.31 -0.14
C -0.37 -1.69 1.20

---

Molecular formula: C10H16N2O6
Method: DFT, ωB97M-V with the def2-TZVPD basis set

Summary:
energy above the lowest of the compared OMol25 structures with the same formula, charge and spin	55.3	kJ/mol
HOMO energy (alpha / beta)	-9.29 / -9.29	eV
spin multiplicity	1
Kohn-Sham gap (alpha / beta)	8.00 / 8.00	eV

Each line ends with the Mulliken charge.
Positions of all 34 atoms, in Å:
N: 3.20651 -3.26830 -2.94440  0.4618
O: 2.96630 -4.21380 -3.58300  -0.1662
C: -3.55772 1.68135 0.88215  -1.2893
C: -2.24184 1.07111 1.33366  0.6213
C: -1.80037 1.11516 2.61349  -1.2352
C: -1.30523 0.41214 0.30233  0.4275
C: -1.04575 -1.10421 0.56264  -0.7438
C: -0.11581 -1.68270 -0.51341  -1.0669
C: 1.19239 -0.90702 -0.51281  1.7983
C: 0.92567 0.58996 -0.71689  -0.2824
C: -0.02313 1.22512 0.27415  -1.2227
O: 2.23730 1.12147 -0.66568  -0.3223
N: 2.15836 2.33254 -1.34569  0.9128
O: 3.20875 2.93950 -1.37814  -0.5997
O: 1.06102 2.60897 -1.85377  -0.5251
C: 2.03930 -1.29039 0.71500  -1.7993
O: 1.97435 -1.16440 -1.76488  -0.2381
O: 1.70313 -2.52583 -2.21208  -0.4683
H: -3.69364 1.55385 -0.20462  0.3890
H: -4.40770 1.21925 1.41468  0.3270
H: -3.58843 2.75820 1.13344  0.3063
H: -0.82078 0.69457 2.88689  0.1950
H: -2.40564 1.53201 3.42812  0.3734
H: -1.77999 0.54613 -0.68502  0.3567
H: -0.61236 -1.22145 1.57256  0.2079
H: -2.03043 -1.60358 0.50523  0.3267
H: 0.07965 -2.73502 -0.28168  0.4266
H: -0.61630 -1.63287 -1.48853  0.4235
H: 0.35547 0.61927 -1.66298  0.5634
H: -0.29323 2.22621 -0.09014  0.4294
H: 0.45217 1.28436 1.25918  0.2542
H: 1.62344 -0.95063 1.67342  0.3211
H: 2.12257 -2.38543 0.71752  0.3958
H: 3.03195 -0.84554 0.62923  0.4415

Forces on atoms 1 to 6 (eV/Å):
N -1.83 -2.33 -1.48
O 0.22 4.09 2.96
C 0.01 0.00 0.23
C 0.84 -0.35 1.24
C -0.66 -0.09 -0.77
C -0.71 0.12 0.49

---

Molecular formula: C26H67N5O8
Method: DFT, ωB97M-V with the def2-TZVPD basis set

Summary:
⟨S²⟩	0.750
HOMO energy (alpha / beta)	0.97 / -6.53	eV
charge	-1
spin multiplicity	2
Kohn-Sham gap (alpha / beta)	1.43 / 8.92	eV

Each line ends with the Mulliken charge.
Positions of all 106 atoms, in Å:
C: -1.59441 2.28933 -1.63228  -0.6461
O: -0.39873 2.66446 -2.12022  0.0176
C: 0.73535 2.84423 -1.21736  -1.5465
C: 1.56976 1.57795 -1.24408  0.1201
N: 1.08742 0.23039 -1.00830  0.3773
C: 0.48188 0.10427 0.35886  -0.6380
C: -0.14931 -1.30703 0.67440  -0.9914
O: -1.22512 -1.65080 -0.12614  0.1615
C: -1.92015 -2.86210 0.34804  -1.4290
H: -2.02600 2.92792 -0.86154  0.3604
H: -1.41291 1.37407 -1.06885  -0.1449
H: -2.42222 2.01647 -2.28678  0.3959
H: 0.42601 3.13915 -0.21465  0.5797
H: 1.30991 3.68366 -1.60893  0.3899
H: 2.32029 1.73755 -0.46992  -0.0270
H: 2.02173 1.59110 -2.23588  0.1224
H: 0.50097 -0.05388 -1.77990  0.0208
H: -0.22157 0.91745 0.53772  0.2268
H: 1.26904 0.42697 1.04030  0.7385
H: -0.56285 -1.28581 1.68268  0.4546
H: 0.56674 -2.10978 0.49839  0.2552
H: -2.59816 -3.12446 -0.46410  0.2719
H: -2.48261 -2.79724 1.27945  0.1981
H: -1.27711 -3.74221 0.35151  0.4320
C: 7.51822 -2.27693 -3.04397  -0.9002
O: 6.21778 -2.31647 -2.42044  -0.2651
C: 6.20816 -1.75935 -1.11076  -0.5869
C: 4.71386 -1.70384 -0.72549  -0.4206
N: 4.59842 -1.32172 0.68979  -0.3071
C: 5.28827 -0.09874 1.03350  -0.5182
C: 5.12175 0.01250 2.52782  -0.8806
O: 3.98818 0.85239 2.78765  0.3906
C: 3.90438 1.13263 4.19306  -1.7402
H: 8.35843 -2.55916 -2.40954  0.3186
H: 7.74974 -1.23916 -3.28382  0.3590
H: 7.60730 -2.90879 -3.92767  0.2788
H: 6.62453 -0.78466 -1.36516  0.3063
H: 6.95561 -2.23874 -0.47861  0.4196
H: 4.16868 -2.61914 -0.95589  0.3926
H: 4.29198 -0.91693 -1.35071  0.0480
H: 3.65167 -1.04139 0.90232  0.2431
H: 4.93743 0.81465 0.55316  0.1874
H: 6.32907 -0.06594 0.71136  0.4675
H: 6.06365 0.45227 2.85573  0.3959
H: 4.89603 -0.93750 3.01224  0.3509
H: 3.56445 0.37932 4.90374  0.4189
H: 3.09615 1.86015 4.11841  0.3910
H: 4.84154 1.52957 4.58328  0.2965
C: 3.23441 5.33274 -6.29485  -0.9597
O: 2.24947 4.41375 -5.93737  -0.2392
C: 2.82351 3.28242 -5.31792  -1.1013
C: 1.67611 2.26830 -4.94699  -0.0499
N: 0.98655 1.67309 -6.12896  -0.5318
C: -0.07725 0.76601 -5.62025  -0.3760
C: 0.60049 -0.62170 -5.13355  -0.1737
O: -0.42730 -1.53518 -4.96052  -0.4211
C: -1.29006 -1.25722 -3.78219  -0.4341
H: 3.30138 5.96329 -5.40827  0.3453
H: 2.82715 6.04334 -7.01407  0.3013
H: 4.26988 5.10495 -6.54786  0.3338
H: 3.44239 3.57445 -4.46951  0.3957
H: 3.55133 2.72780 -5.91019  0.3853
H: 0.89270 2.80457 -4.41146  0.3410
H: 2.23317 1.50860 -4.39869  0.2727
H: 0.54216 2.39457 -6.67858  0.2808
H: -0.67111 0.50209 -6.49534  0.3580
H: -0.64654 1.31981 -4.87372  0.2701
H: 1.16312 -0.46937 -4.21249  0.0035
H: 1.34864 -1.06955 -5.78761  0.3390
H: -2.24109 -1.77203 -3.91863  0.4334
H: -1.50726 -0.22591 -3.50411  0.0488
H: -0.89382 -1.69374 -2.86538  0.1282
C: -4.96211 -0.02062 1.49345  -2.3293
C: -3.83722 0.96861 1.34629  2.3939
C: -4.42410 2.39780 0.96340  -1.1411
O: -3.71083 3.44273 1.67016  0.1333
C: -4.38700 4.65528 1.44469  -1.3996
N: -3.20452 1.04938 2.61729  -1.0034
H: -5.79190 0.41924 2.04670  0.6034
H: -4.58182 -0.91452 1.98783  0.2581
H: -5.30502 -0.26483 0.48803  0.4827
H: -3.21644 0.65172 0.50825  -0.5051
H: -5.47365 2.39817 1.25759  0.3563
H: -4.41557 2.52418 -0.11922  0.3049
H: -5.35650 4.74365 1.93495  0.3341
H: -4.50065 4.89691 0.38790  0.2557
H: -3.70328 5.43371 1.78333  0.3692
H: -2.86481 1.98962 2.76100  0.3821
H: -3.86707 0.79613 3.33631  0.3841
C: -6.39217 -4.08764 7.19142  -1.6026
C: -5.70375 -3.95205 5.82203  0.6488
C: -4.22490 -3.81071 5.96786  -0.8453
O: -3.68361 -3.39766 4.75114  0.2274
C: -2.30897 -3.00327 4.71923  -1.4377
N: -5.84582 -5.20019 4.97538  -0.8201
H: -6.30122 -3.14003 7.72234  0.4440
H: -6.08835 -4.88161 7.87363  0.3308
H: -7.43874 -4.29070 6.96436  0.3972
H: -6.07780 -3.04698 5.34347  0.2860
H: -3.83699 -4.75800 6.34240  0.2705
H: -4.06072 -3.15018 6.81923  0.3411
H: -1.93563 -3.20331 3.71488  0.0894
H: -1.79462 -3.85524 5.16384  0.4043
H: -2.06381 -2.11191 5.29670  0.4776
H: -5.11469 -5.13924 4.28123  0.3165
H: -5.60721 -6.01070 5.52876  0.2973

Forces on atoms 1 to 6 (eV/Å):
C -1.29 -1.89 3.02
O 2.13 1.85 -1.84
C -1.97 -0.76 -0.36
C 1.13 0.07 -0.01
N -0.68 0.21 0.92
C -0.42 -0.49 -1.25

---

Molecular formula: C4H8N2O2
Method: DFT, ωB97M-V with the def2-TZVPD basis set

Summary:
energy above the lowest of the compared OMol25 structures with the same formula, charge and spin	255.5	kJ/mol
HOMO energy	-9.00	eV
spin multiplicity	1
Kohn-Sham gap	9.62	eV

Each line ends with the Mulliken charge.
Positions of all 16 atoms, in Å:
C: 0.63227 2.29269 -0.40839  0.2208
C: -0.83080 0.13401 -1.01792  -0.8373
C: -0.80354 0.32305 0.42589  -0.1419
C: 0.39614 0.71130 -0.44103  0.9824
N: -0.94600 -0.74773 1.45163  -0.5455
N: 1.61587 0.02084 -0.39624  -0.6522
O: 2.00564 2.56438 -0.46266  -0.5774
O: -0.22777 3.12014 -0.54847  -0.5531
H: -0.57337 -0.81527 -1.35123  0.3667
H: -1.45949 0.77906 -1.77168  0.1880
H: -1.25791 1.30692 0.79575  0.2799
H: -1.41198 -0.56466 2.36935  0.2274
H: -0.18963 -1.43823 1.59325  0.1760
H: 2.52631 1.71092 -0.29867  0.4505
H: 1.93005 -0.28550 -1.27650  0.2193
H: 1.76743 -0.63753 0.30657  0.1966

Forces on atoms 1 to 6 (eV/Å):
C 1.50 -1.70 -1.82
C -1.95 2.44 -2.41
C -1.03 1.15 2.79
C 0.58 2.65 2.25
N 0.42 -0.20 -0.02
N 0.41 0.76 -0.38

---

What is the spin multiplicity in the third record?
1

---

What is the spin multiplicity in the fifth record?
2